Entry 1:
Molecular formula: C4H13N3
Method: DFT, ωB97M-V with the def2-TZVPD basis set

Calculated values
**Multiplicity**: 1
**LUMO energy**: 1.053 eV
**Charge**: 0
**Structure (SMILES)**: C[C@@H](CN)NCN
**ΔE to the lowest compared entry with this formula, charge and spin**: 1.233 eV
**Orbital gap**: 9.66 eV
**HOMO level**: -8.6 eV
**Calculated total energy**: -8828.180 eV

Last column: Löwdin charge in e.
Atoms and positions in Å:
C -1.0151 0.4384 1.2109  -0.0703
C -0.2004 -0.3934 0.1989  -0.4126
C -1.1735 -1.1461 -0.7617  -0.2805
N -1.9546 -2.2299 -0.2598  0.0043
N 0.6161 0.4546 -0.6815  -0.0410
C 1.8629 0.8226 0.1009  -0.3152
N 2.7513 1.6408 -0.6758  0.0083
H -1.9711 0.0607 1.5683  0.0721
H -1.0808 1.4789 0.8332  0.0789
H -0.4440 0.7250 2.0885  0.0561
H 0.2916 -1.1975 0.7269  0.1286
H -1.8279 -0.3584 -1.1444  0.1167
H -0.4813 -1.4219 -1.5467  0.0916
H -1.5914 -2.8350 0.4549  0.0649
H -2.9546 -2.2188 -0.2909  0.0593
H 0.1663 1.3672 -0.7626  0.0942
H 1.4827 1.2857 1.0069  0.1008
H 2.3174 -0.1189 0.3690  0.1079
H 2.2914 2.5214 -0.9008  0.0660
H 2.9152 1.1246 -1.5342  0.0700

=====

Entry 2:
Molecular formula: C4H13N3
Method: DFT, ωB97M-V with the def2-TZVPD basis set

Calculated values
**Multiplicity**: 1
**LUMO energy**: 0.973 eV
**Charge**: 0
**Structure (SMILES)**: NCC[C@@H](N)CN
**ΔE to the lowest compared entry with this formula, charge and spin**: 2.099 eV
**Orbital gap**: 10.21 eV
**HOMO level**: -9.2 eV
**Calculated total energy**: -8827.314 eV

Last column: Löwdin charge in e.
Atoms and positions in Å:
N 1.4441 2.1253 -0.4224  -0.0199
C 1.8146 0.6957 -0.4838  -0.3016
C 0.9244 0.0897 0.5412  -0.2020
C -0.4421 -0.2349 -0.1655  -0.4012
N -0.2607 -1.5437 -0.9674  0.0273
C -1.4582 -0.3803 0.8872  -0.3407
N -2.7847 -0.9028 0.4246  -0.0231
H 0.7758 2.2129 0.3643  0.0541
H 2.2889 2.7165 -0.2188  0.0877
H 1.5598 0.1808 -1.4585  0.1071
H 2.8397 0.4488 -0.3893  0.0906
H 0.6698 0.8554 1.3397  0.1211
H 1.2318 -0.9358 0.8382  0.1135
H -0.8793 0.6325 -0.7791  0.1643
H 0.4953 -2.1579 -0.4437  0.1234
H -0.0132 -1.3172 -1.8960  0.0306
H -1.7115 0.6043 1.3451  0.1185
H -1.2391 -0.9338 1.7908  0.1092
H -2.8651 -0.3131 -0.4512  0.0749
H -2.3902 -1.8424 0.1446  0.0661

=====

Entry 3:
Molecular formula: C4H13N3
Method: DFT, ωB97M-V with the def2-TZVPD basis set

Calculated values
**Multiplicity**: 1
**LUMO energy**: -9.110 eV
**Charge**: +2
**ΔE to the lowest compared entry with this formula, charge and spin**: 2.593 eV
**Orbital gap**: 10.48 eV
**HOMO level**: -19.6 eV
**Calculated total energy**: -8810.984 eV

Last column: Löwdin charge in e.
Atoms and positions in Å:
C 1.2407 -0.0766 1.7475  -0.1936
C -1.8310 -0.4616 -0.2921  0.1974
C -0.4239 1.1036 -1.3996  0.0046
C -0.4689 -1.1002 -2.1697  -0.0170
N 0.0998 -0.1344 2.4195  0.1764
N 2.3054 0.6657 2.0060  0.1743
N -0.8713 -0.2423 -1.1367  -0.1983
H -2.3771 -1.4503 -0.2554  0.1650
H 1.3294 -0.6145 0.7369  0.1758
H -2.0510 0.1964 0.5601  0.1264
H -0.7194 1.6000 -2.2616  0.1122
H -0.6223 1.7535 -0.6175  0.0847
H 0.7087 1.0909 -1.4289  0.1382
H 0.4695 -0.8600 -2.6483  0.1182
H -0.4415 -2.1678 -1.7849  0.1494
H -1.0869 -1.1072 -3.0356  0.1240
H -0.0433 0.3048 3.3660  0.1837
H -0.7131 -0.5525 1.9379  0.1058
H 2.3423 1.3529 2.8586  0.2063
H 3.1539 0.6996 1.3978  0.1666

=====

Entry 4:
Molecular formula: C4H13N3
Method: DFT, ωB97M-V with the def2-TZVPD basis set

Calculated values
**Multiplicity**: 1
**LUMO energy**: -8.218 eV
**Charge**: +2
**Structure (SMILES)**: CC/[N+]([NH3+])=C(/C)N
**ΔE to the lowest compared entry with this formula, charge and spin**: 4.263 eV
**Orbital gap**: 11.83 eV
**HOMO level**: -20.1 eV
**Calculated total energy**: -8809.314 eV

Last column: Löwdin charge in e.
Atoms and positions in Å:
C 2.2799 0.8458 -0.4990  0.0128
C 1.2879 0.5739 0.6795  -0.1050
N 0.0261 -0.1828 0.3154  -0.0675
N 0.3989 -1.5357 0.0758  0.2574
C -1.2242 0.2317 0.1141  -0.3280
C -2.2135 -0.7539 -0.1210  0.0520
N -1.4250 1.4890 -0.0650  0.3106
H 1.9774 1.7461 -0.9322  0.0779
H 3.2867 0.7789 -0.3183  0.0733
H 2.1343 -0.0711 -1.1078  0.0784
H 0.9516 1.6039 0.9555  0.1292
H 1.5986 0.0172 1.6149  0.1597
H 1.4465 -1.6567 -0.3731  0.2749
H -0.1153 -1.8594 -0.7203  0.1486
H 0.1853 -1.9716 0.9636  0.2009
H -2.9818 -0.3675 -0.7573  0.1172
H -1.8520 -1.7282 -0.6853  0.1522
H -2.6734 -1.1816 0.8006  0.1549
H -2.3355 1.8277 -0.1331  0.1472
H -0.7527 2.1942 0.1930  0.1533

=====

Entry 5:
Molecular formula: C4H13N3O
Method: DFT, ωB97M-V with the def2-TZVPD basis set

Calculated values
**Multiplicity**: 1
**LUMO energy**: 0.685 eV
**Charge**: 0
**ΔE to the lowest compared entry with this formula, charge and spin**: 2.961 eV
**Orbital gap**: 9.25 eV
**HOMO level**: -8.6 eV
**Calculated total energy**: -10874.717 eV

Last column: Löwdin charge in e.
Atoms and positions in Å:
C 1.4076 -0.6214 0.2408  -0.6265
N 1.7935 -0.4019 1.5972  0.1016
N 1.9760 0.2044 -0.6705  0.0505
O 1.3001 -1.9917 -0.0581  0.0021
H 1.8848 -2.4474 0.5617  0.0956
H 0.1272 -0.2721 0.1980  0.1063
H 1.0512 -0.5360 2.2712  0.0835
H 2.2473 0.4937 1.7091  0.0843
H 1.0042 1.0188 -1.0035  0.0593
H 2.1471 -0.3186 -1.5252  0.0809
C -1.4357 -0.5353 -1.3186  -0.0498
C -1.7433 0.8060 0.8518  -0.0515
C -0.8840 0.5043 -0.3618  -0.5402
N -0.1704 1.4995 -0.9458  0.0340
H -0.0644 2.2849 -0.3041  0.0766
H -0.6902 -0.7871 -2.0730  0.0830
H -2.3079 -0.1214 -1.8329  0.0858
H -1.7310 -1.4476 -0.7992  0.0819
H -2.0707 -0.1087 1.3482  0.0799
H -1.2034 1.4233 1.5735  0.0771
H -2.6378 1.3542 0.5413  0.0855

=====

Entry 6:
Molecular formula: C4H13N3O
Method: DFT, ωB97M-V with the def2-TZVPD basis set

Calculated values
**Multiplicity**: 1
**LUMO energy**: -0.141 eV
**Charge**: 0
**ΔE to the lowest compared entry with this formula, charge and spin**: 3.901 eV
**Orbital gap**: 6.92 eV
**HOMO level**: -7.1 eV
**Calculated total energy**: -10873.777 eV

Last column: Löwdin charge in e.
Atoms and positions in Å:
C 2.0289 -1.0779 0.3673  -0.1709
C 0.8932 -1.8225 0.1568  -0.3576
N 0.0917 -1.7263 -0.8756  -0.0189
N 2.6001 -1.1573 1.7374  0.1073
H 2.3388 -0.2066 -0.1794  0.0841
H 0.6348 -2.5319 0.9627  0.0993
H -0.5593 -2.4995 -0.8900  0.0330
H 0.2148 -0.1069 -1.3851  0.0018
H 2.4304 -0.3156 2.2986  0.1514
H 3.6017 -1.3452 1.7543  0.1461
H 2.1330 -1.9305 2.2111  0.1367
C -0.7850 1.6151 -1.3412  -0.3108
O 0.3778 0.8630 -1.5391  -0.1230
C -1.6293 1.1350 -0.1773  -0.2956
N -2.8205 1.9838 -0.0433  -0.0183
H -0.5099 2.6512 -1.1488  0.1081
H -1.3883 1.6558 -2.2658  0.1109
H -1.8501 0.0665 -0.2905  0.0961
H -1.0217 1.2444 0.7183  0.1055
H -3.4252 1.8101 -0.8390  0.0596
H -3.3559 1.6953 0.7687  0.0552